Entry 1:
{"formula": "C5H21N3O6", "method": "wB97M-V/def2-TZVPD", "symbols": ["N", "C", "C", "C", "C", "N", "C", "N", "H", "H", "H", "H", "H", "H", "H", "H", "H", "O", "H", "H", "O", "H", "H", "O", "H", "H", "O", "H", "H", "O", "H", "H", "O", "H", "H"], "xyz": [[-0.2125, 2.5672, -0.1684], [-0.1335, 2.5677, 1.3260], [-1.0188, 1.5329, 2.0186], [-0.6670, 0.0937, 1.7916], [-1.4047, -1.0373, 2.0051], [-0.5947, -2.0845, 1.6184], [0.5171, -1.6450, 1.0736], [0.5472, -0.2710, 1.2735], [0.6650, 3.0141, -0.4182], [-0.1991, 1.6463, -0.5929], [0.9554, 2.4289, 1.5158], [-0.3872, 3.5914, 1.5923], [-1.0372, 1.7159, 3.1083], [-2.0727, 1.6391, 1.7106], [-2.4508, -1.2062, 2.1987], [1.2340, -2.1897, 0.5002], [1.0468, 0.3501, 0.6545], [2.9269, -0.9120, -2.5559], [3.1962, -1.2836, -1.7108], [2.6714, -1.6085, -3.1577], [-0.4064, -4.2634, -0.2924], [-0.0787, -4.2650, 0.6156], [-1.1684, -3.6892, -0.3596], [1.4836, -2.7460, -1.5789], [0.9160, -3.4900, -1.2871], [1.0455, -1.8936, -1.5171], [-1.6441, 0.0441, -1.2478], [-2.3336, 0.7027, -0.9653], [-1.5406, 0.3101, -2.1766], [2.6036, 1.3782, -0.8925], [2.4942, 0.7835, -1.6553], [3.4994, 1.1753, -0.5969], [-3.0237, 2.3234, -0.9358], [-2.0994, 2.6454, -0.8369], [-3.3290, 2.0751, -0.0566]], "forces_ev_per_angstrom": [[-0.2, 0.4, 0.3], [0.7, -0.4, -1.1], [-0.3, 0.2, 0.4], [-0.5, 0.8, 0.1], [1.9, -0.1, -0.8], [-0.2, -1.8, -1.0], [-1.8, 1.8, 1.8], [0.0, -0.7, -0.9], [-0.3, -0.1, -0.6], [0.1, -0.3, 0.3], [-0.7, -0.1, 0.8], [-0.1, -0.1, 0.5], [0.2, 0.1, -0.4], [0.3, 0.2, 0.0], [0.1, 0.2, 0.5], [0.4, -0.2, 0.3], [0.5, 0.2, 0.2], [0.5, 1.6, 0.0], [-0.2, -0.7, -0.4], [-0.1, -0.5, 0.3], [0.6, -1.0, -0.6], [-0.6, 0.4, 0.0], [-0.1, 0.3, 0.6], [0.7, -0.7, -0.3], [-0.4, 0.8, 0.1], [-0.6, -0.4, 0.0], [-0.3, 0.5, -0.3], [0.6, -0.7, -0.4], [0.0, -0.3, 0.3], [0.0, -0.3, 0.1], [0.0, 0.1, -0.1], [-0.1, 0.2, 0.0], [-0.1, 0.0, -0.1], [-0.1, 0.1, 0.4], [0.0, 0.4, 0.1]], "gap_ev": 8.99, "smiles": "NCCc1cnc[nH]1.O.O.O.O.O.O", "de_lowest_kcal_mol": 26.6, "multiplicity": 1, "homo_ev": -8.6, "charge": 0, "e_lumo_ev": 0.40}


Entry 2:
{"formula": "C5H22N2O4S", "method": "wB97M-V/def2-TZVPD", "symbols": ["C", "C", "N", "C", "C", "N", "C", "S", "H", "H", "H", "H", "H", "H", "H", "H", "H", "H", "H", "H", "H", "H", "O", "H", "H", "O", "H", "H", "O", "H", "H", "O", "H", "H"], "xyz": [[1.5613, -2.4425, 1.5039], [1.4053, -1.2002, 2.3367], [1.1217, 0.0531, 1.6298], [-0.1145, -0.0903, 0.8133], [-0.3793, 1.4542, 0.4516], [-1.7712, 1.5400, 0.0711], [0.7128, 1.8324, -0.5569], [1.4693, 3.4012, -0.2494], [2.5965, -2.6228, 1.3048], [1.2009, -2.4162, 0.4512], [1.0200, -3.3380, 1.8587], [2.2614, -1.1356, 3.0316], [0.5703, -1.3095, 3.0699], [1.8087, 0.4499, 1.0222], [-1.0557, -0.4969, 1.1811], [0.0691, -0.6480, -0.0876], [-0.1557, 1.9173, 1.4381], [-1.8781, 1.3108, -0.9021], [-2.2367, 2.3754, 0.4547], [1.4690, 1.0061, -0.6541], [0.2142, 1.7061, -1.5804], [0.4106, 3.9336, 0.3077], [-1.3556, 0.1543, -3.3447], [-2.1786, 0.4058, -2.9142], [-1.2108, -0.6643, -2.7412], [-2.5005, -0.1331, 3.1479], [-2.6422, 0.0012, 2.1960], [-1.5207, 0.0476, 3.1317], [1.4127, 0.5373, -3.6265], [1.1917, 1.4695, -3.5719], [0.5865, 0.0814, -3.4517], [-0.6611, -2.0259, -2.0671], [-0.1324, -2.4372, -1.3437], [-1.2887, -2.7167, -2.3105]], "forces_ev_per_angstrom": [[-0.7, -1.1, -1.6], [-0.5, 0.5, 1.2], [-1.9, -1.8, 1.0], [1.0, 3.0, -0.5], [0.5, -2.8, 1.3], [0.0, 1.0, 0.9], [-1.3, -1.7, -2.0], [1.1, 0.3, -0.5], [0.8, -0.6, 0.4], [-0.3, 0.7, 0.6], [0.7, 0.3, 0.4], [0.0, 0.4, -0.6], [0.3, -0.1, -0.7], [0.8, -0.3, 0.1], [0.7, -0.1, 1.0], [0.1, -0.2, -0.7], [-0.6, 0.1, -0.8], [-0.5, 0.6, -0.2], [0.2, -0.6, -1.1], [-0.3, 1.1, 0.3], [0.6, 0.7, 1.1], [-0.7, 0.4, 0.3], [-0.5, -1.7, 1.9], [-0.3, 0.7, -0.5], [0.4, 1.4, -1.5], [1.8, 0.4, -0.8], [-0.6, 0.0, 0.2], [-1.3, -0.3, 0.6], [0.6, -0.1, 0.1], [-0.1, 0.0, -0.1], [-0.2, 0.2, -0.1], [0.5, -1.3, 1.0], [-0.5, 0.6, -0.7], [0.0, 0.0, -0.1]], "gap_ev": 8.81, "smiles": "CCNC[C@H](N)CS.O.O.O.O", "de_lowest_kcal_mol": 62.2, "multiplicity": 1, "homo_ev": -8.8, "charge": 0, "e_lumo_ev": 0.00}


Entry 3:
{"formula": "C5H22NO5", "method": "wB97M-V/def2-TZVPD", "symbols": ["C", "O", "C", "C", "C", "C", "N", "H", "H", "H", "H", "H", "H", "H", "H", "H", "H", "H", "H", "H", "H", "H", "H", "O", "H", "H", "O", "H", "H", "O", "H", "H", "O"], "xyz": [[-0.0852, 1.6290, 0.6343], [-0.0233, 1.4499, 2.0874], [0.8200, 0.6004, -0.0106], [0.9286, 0.9786, -1.5565], [-0.3472, 0.9364, -2.4467], [2.0104, 0.1001, -2.2233], [0.1985, -0.7726, 0.0748], [-1.1444, 1.5791, 0.5683], [0.3677, 2.6632, 0.4832], [-0.9065, 1.6916, 2.3886], [1.8371, 0.4708, 0.3555], [1.4101, 1.9457, -1.4413], [-0.9771, 0.0488, -2.4504], [-0.0893, 1.1659, -3.4753], [-1.0107, 1.6441, -1.9057], [2.3372, -0.8468, -1.7535], [1.6681, -0.1542, -3.2238], [2.9053, 0.7168, -2.3276], [0.7359, -1.3802, 0.7571], [-0.7653, -0.7595, 0.4313], [0.1758, -1.1874, -0.8542], [-3.6438, 0.4580, 0.5036], [-3.4591, 1.2414, 1.8802], [-3.1674, 1.1493, 0.9698], [0.1755, -0.4444, 3.1325], [0.6423, -1.2837, 4.3148], [0.7475, -1.2030, 3.3586], [-3.8070, -1.9614, -0.7177], [-2.4830, -2.2229, -1.4163], [-2.8673, -1.7058, -0.6990], [3.0962, -2.6869, 1.1870], [2.4547, -1.6868, 2.0956], [2.2656, -2.1735, 1.2791]], "forces_ev_per_angstrom": [[2.4, 1.4, 2.8], [0.1, -0.5, 0.2], [-1.7, 0.2, -2.6], [1.0, -2.0, 0.7], [-0.3, 1.4, 2.5], [0.5, 0.0, -0.3], [-0.2, -0.5, 1.4], [-0.7, -0.1, -2.1], [-0.8, -1.2, -0.4], [0.2, 0.1, 0.3], [-0.2, 0.6, 0.4], [-0.7, 0.5, -0.7], [0.6, -0.7, 0.1], [-0.2, 0.4, 0.1], [0.0, 0.2, -1.3], [-0.4, 0.4, 0.2], [0.2, -0.1, -0.1], [0.1, -0.3, -0.1], [-0.2, 0.2, -1.0], [0.0, 0.2, -0.3], [0.2, -0.3, 0.1], [-0.2, -0.1, 0.4], [-0.5, -0.3, -0.2], [0.7, 0.4, -0.1], [0.5, -0.1, 0.0], [0.1, -0.1, -0.1], [-0.5, 0.5, 0.0], [0.5, 0.1, 0.1], [-0.1, 0.0, 0.0], [-0.3, -0.1, -0.1], [-0.8, 0.2, -0.4], [-0.6, 0.0, 0.2], [1.4, -0.2, 0.3]], "gap_ev": 11.34, "de_lowest_kcal_mol": 44.0, "multiplicity": 1, "homo_ev": -14.1, "charge": 1, "e_lumo_ev": -2.75}


Entry 4:
{"formula": "C5H22NO7S", "method": "wB97M-V/def2-TZVPD", "symbols": ["C", "C", "S", "C", "N", "C", "C", "O", "H", "H", "H", "H", "H", "H", "H", "H", "H", "H", "H", "H", "O", "H", "H", "O", "H", "H", "O", "H", "H", "O", "H", "H", "O", "H", "H", "O"], "xyz": [[-1.3082, -0.9983, -0.2442], [-1.0740, -2.1044, -1.4053], [0.1807, -3.3333, -1.1667], [-1.9314, 0.3494, -0.7048], [-0.9644, 1.2267, -0.8671], [0.4029, 1.0862, -0.3441], [1.4571, 2.2057, -0.6519], [-3.0369, 0.5714, -1.1935], [-0.4052, -0.8817, 0.2729], [-2.0320, -1.5636, 0.4514], [-0.9097, -1.3860, -2.3865], [-2.0360, -2.6475, -1.7365], [-1.2547, 2.1196, -1.3957], [0.4164, 0.9659, 0.7899], [0.8145, 0.0939, -0.6940], [2.4199, 1.7198, -0.9175], [0.8954, 2.8480, -1.4509], [1.7622, 2.8005, 0.1593], [-0.1131, 3.0428, 1.7862], [-0.7413, 2.3069, 3.1230], [-0.8308, 3.0531, 2.5011], [3.4681, 0.6470, 1.2736], [3.0721, 0.2255, 2.6878], [3.8501, 0.4346, 2.2113], [-0.5488, 0.1367, -3.0815], [0.5117, 0.2343, -4.1615], [-0.4745, -0.0545, -4.0544], [1.8068, -1.1619, -0.5116], [2.6586, -1.4688, 0.6623], [2.2858, -0.7609, 0.2181], [-2.3618, -3.5853, 1.6031], [-0.7843, -3.4644, 1.0798], [-1.5271, -3.1237, 1.6187], [-1.2255, -0.5863, 2.5876], [-1.4539, 0.7112, 1.5875], [-0.9889, 0.3417, 2.3542]], "forces_ev_per_angstrom": [[-4.1, -2.7, 0.0], [-1.8, 2.8, -3.0], [0.8, 0.2, 0.6], [-0.1, -2.9, -1.6], [1.9, 4.8, -1.0], [1.5, -1.1, 1.4], [-2.1, -0.8, -2.5], [-0.1, -0.5, 0.9], [0.9, 0.0, 0.7], [1.1, 1.4, -0.9], [0.0, -2.2, 2.2], [1.1, 1.1, 1.0], [0.7, -1.8, 1.3], [-0.3, 0.0, -1.5], [-0.9, 2.0, 0.0], [-0.8, 0.4, -0.7], [1.9, -0.8, 1.0], [-0.3, 1.0, 1.3], [-1.5, -0.5, 2.0], [0.4, 0.1, -1.0], [1.1, 0.6, -1.1], [1.0, -0.8, 2.5], [-1.3, -0.4, 0.8], [0.3, 1.1, -3.2], [-0.4, -0.3, -1.2], [-2.6, -0.9, -0.1], [3.1, 1.6, 0.9], [-0.2, -0.9, -0.2], [1.2, -2.3, 1.4], [-0.2, 2.2, -0.9], [0.3, -0.7, -0.6], [-0.7, -0.4, -0.6], [0.4, 0.7, 1.6], [-0.1, 1.0, -1.1], [-0.2, -0.8, 0.5], [0.2, -0.4, 1.2]], "gap_ev": 6.39, "de_lowest_kcal_mol": 68.8, "multiplicity": 1, "homo_ev": -3.6, "charge": -1, "e_lumo_ev": 2.75}


Entry 5:
{"formula": "C5H23N2O5", "method": "wB97M-V/def2-TZVPD", "symbols": ["C", "C", "C", "C", "N", "C", "N", "H", "H", "H", "H", "H", "H", "H", "H", "H", "H", "H", "H", "H", "H", "H", "O", "H", "H", "O", "H", "H", "O", "H", "H", "O", "H", "H", "O"], "xyz": [[0.9338, -1.2872, 2.9161], [0.1159, -1.8229, 1.7711], [0.8727, -1.8498, 0.4197], [1.4129, -0.5364, -0.1194], [0.7280, 0.0780, -1.2531], [0.9334, -0.3134, -2.4804], [1.5272, -1.3983, -2.8974], [1.9722, -1.6201, 2.8218], [0.8718, -0.1864, 2.9439], [0.5776, -1.6283, 3.8755], [-0.3222, -2.7884, 2.0413], [-0.8309, -1.3064, 1.5542], [0.2647, -2.2925, -0.3804], [1.6294, -2.6374, 0.5572], [1.3951, 0.2105, 0.6896], [2.5054, -0.5413, -0.2001], [0.3594, 1.0007, -1.0424], [0.5337, 0.3240, -3.2647], [1.6501, -2.1663, -2.2564], [1.5618, -1.6467, -3.8640], [0.6581, 4.4701, 1.2802], [1.8948, 3.9388, 0.4649], [1.1568, 3.6749, 1.0310], [-3.4435, 0.0333, -1.6531], [-2.3310, 1.0645, -1.3461], [-2.5185, 0.1116, -1.3936], [-1.6427, 2.6194, 0.2443], [-0.2868, 3.2590, -0.0151], [-1.0190, 2.7976, -0.4640], [-1.8957, -2.2765, -3.3597], [-1.5800, -1.3520, -2.2482], [-1.2219, -1.6104, -3.1232], [-1.4856, 2.1605, 3.2438], [-2.8286, 1.4709, 2.9366], [-2.1485, 2.0469, 2.5700]], "forces_ev_per_angstrom": [[0.1, 0.9, -0.1], [-1.4, 0.0, -1.2], [-0.3, -1.8, 0.0], [0.8, 0.8, 2.2], [1.2, -0.6, 0.5], [-0.9, 1.1, -1.1], [0.5, -0.5, 1.2], [0.0, 0.2, 0.1], [0.4, -0.3, 0.0], [-0.2, -0.2, 0.3], [0.7, -0.4, -0.4], [0.3, 0.7, 0.5], [-0.4, 0.1, 0.3], [0.5, 0.6, -0.2], [-0.7, -0.1, -0.2], [-0.1, -0.4, -1.1], [-0.5, 0.0, -0.5], [0.1, 0.1, 0.1], [0.3, 0.0, 0.1], [-0.3, 0.2, -0.4], [0.6, -0.1, -0.1], [-0.2, 0.3, 0.3], [-0.3, 0.0, -0.1], [0.0, 0.1, 0.0], [0.0, -0.3, -0.1], [0.0, 0.3, 0.2], [-0.2, -0.1, 0.4], [0.0, -0.3, -0.1], [0.2, -0.2, -0.3], [0.6, 0.3, -0.4], [0.3, 0.5, -0.4], [-1.1, -1.0, 0.6], [0.3, 0.0, 0.5], [0.1, 0.1, 0.1], [-0.3, -0.1, -0.7]], "gap_ev": 11.53, "de_lowest_kcal_mol": 16.8, "multiplicity": 1, "homo_ev": -14.0, "charge": 1, "e_lumo_ev": -2.48}


Entry 6:
{"formula": "C5H23N2O5", "method": "wB97M-V/def2-TZVPD", "symbols": ["N", "C", "C", "C", "O", "C", "N", "C", "H", "H", "H", "H", "H", "H", "H", "H", "H", "H", "H", "H", "H", "H", "H", "H", "H", "O", "H", "H", "O", "H", "H", "O", "H", "H", "O"], "xyz": [[-0.6568, 0.8009, -0.5275], [-1.2219, 0.2020, 0.7101], [-1.4459, 1.2306, 1.8054], [-0.1731, 1.5878, 2.6152], [-1.8688, 2.3940, 1.0909], [-0.4158, -1.0268, 1.1110], [-0.3976, -1.9661, -0.0138], [0.9145, -2.3365, -0.5174], [0.3397, 0.6796, -0.6793], [-0.9178, 1.7853, -0.5836], [-1.1020, 0.4347, -1.3804], [-2.1541, -0.2000, 0.3613], [-2.1693, 0.7899, 2.4972], [-0.2656, 2.6469, 2.8323], [0.7123, 1.4370, 1.9980], [-0.1019, 1.1165, 3.5894], [-2.2174, 3.0505, 1.7034], [-0.8284, -1.4853, 2.0133], [0.5955, -0.7290, 1.3887], [-0.9887, -2.7506, 0.2092], [1.7165, -2.0934, 0.1723], [0.9044, -3.3587, -0.8959], [1.1826, -1.7582, -1.4034], [3.1744, 0.4795, 2.0687], [3.2510, -0.2381, 0.7089], [2.6354, 0.1116, 1.3608], [-3.4647, -1.8330, -1.4371], [-2.0696, -1.6334, -2.0181], [-2.8960, -1.1662, -1.8381], [3.1945, 1.8540, -1.8592], [3.3574, 0.4467, -2.3743], [2.8745, 0.9561, -1.7035], [0.8718, -0.0301, -3.4018], [-0.2804, 0.6017, -4.1691], [-0.0886, 0.0004, -3.4336]], "forces_ev_per_angstrom": [[-0.3, 0.4, -1.1], [-0.2, -1.1, 0.4], [1.3, 0.2, 0.2], [-0.6, 0.3, -0.5], [-0.6, -0.2, 0.3], [0.4, 0.1, -0.2], [-0.2, 0.3, 0.4], [0.0, 0.2, -0.8], [0.4, 0.1, 0.3], [0.3, 0.4, 0.5], [0.1, -0.6, 0.2], [-0.8, 0.2, 0.0], [-0.4, 0.4, -0.3], [0.2, 0.2, 0.0], [0.1, 0.0, 0.3], [0.1, -0.5, -0.1], [0.0, 0.0, -0.1], [-0.3, 0.1, -0.1], [0.1, -0.1, -0.1], [0.3, -0.2, -0.1], [0.1, -0.7, 0.4], [0.2, -0.1, 0.5], [-0.2, 0.3, -0.3], [0.1, -0.1, 0.0], [0.1, 0.2, 0.0], [-0.1, 0.0, 0.0], [-0.1, 0.1, -0.1], [0.0, 0.0, 0.0], [0.2, 0.1, 0.0], [-0.1, 0.0, 0.2], [-0.1, 0.0, 0.3], [0.2, -0.2, -0.5], [0.1, 0.0, 0.0], [-0.1, -0.2, 0.2], [-0.1, 0.3, 0.0]], "gap_ev": 9.58, "de_lowest_kcal_mol": 25.3, "multiplicity": 1, "homo_ev": -12.2, "charge": 1, "e_lumo_ev": -2.65}